This record from the OMol25 dataset describes a molecular structure, C23H24NO7PS4SbSe6Zr. The level of theory is the ωB97M-V functional and the def2-TZVPD basis.

Calculated values
Kohn-Sham gap	6.79	eV
charge	-1
strongest force on any atom	0.0184	Eh/bohr
E	-18102.55821	hartree

Element x y z (Å)
Sb: 2.333 -6.145 -1.946
Zr: -0.322 -1.715 -0.747
Se: 3.478 -5.972 0.097
Se: 0.261 -4.119 -2.095
Se: 2.340 -4.030 -3.330
Se: -0.158 -1.206 -3.681
Se: -2.601 1.807 -4.023
Se: 1.509 -8.054 -3.027
S: -2.873 -1.695 -0.106
S: 0.586 0.712 -0.294
S: -2.297 -3.571 -0.542
S: 0.619 4.027 -0.130
P: -0.135 2.399 0.656
O: 1.835 -1.530 -1.370
O: 6.670 -1.905 2.479
O: 0.662 -2.363 0.940
O: -4.235 -1.439 0.231
O: -1.842 -1.331 0.928
O: -2.342 -0.938 -1.297
O: 5.819 -2.519 4.358
N: 5.728 -2.224 3.180
C: 0.341 0.896 2.989
C: -1.931 -1.737 -4.263
C: -2.730 3.609 -4.737
C: -0.019 0.553 -4.535
C: 2.877 -1.619 -0.715
C: -2.613 3.652 0.488
C: 4.258 -1.922 1.254
C: 2.044 -2.635 2.804
C: -2.664 1.372 1.248
C: -1.947 2.470 0.780
C: 4.399 -2.243 2.576
C: 3.292 -2.601 3.360
C: 1.182 3.096 4.459
C: 1.850 -2.306 1.443
C: 1.135 1.843 5.053
C: 0.385 2.153 2.392
C: -0.646 1.781 -3.926
C: 0.806 3.252 3.133
C: -4.707 2.620 1.066
C: 2.985 -1.939 0.674
C: 0.711 0.745 4.317
C: -4.039 1.440 1.376
C: -3.992 3.727 0.636
H: -1.958 -1.731 -5.350
H: -5.784 2.676 1.170
H: 1.060 0.698 -4.615
H: -3.781 3.885 -4.744
H: -2.187 4.290 -4.088
H: -0.319 1.966 -2.909
H: 3.449 -2.852 4.399
H: -0.410 0.379 -5.538
H: 0.672 -0.236 4.775
H: -2.148 0.461 1.515
H: -2.333 3.644 -5.750
H: 1.520 3.954 5.027
H: 1.175 -2.921 3.380
H: -2.681 -1.077 -3.841
H: -2.088 -2.747 -3.886
H: -0.324 2.624 -4.544
H: -2.038 4.506 0.153
H: 0.853 4.222 2.654
H: 5.128 -1.660 0.666
H: -4.583 0.567 1.711
H: 3.818 -1.447 -1.251
H: -4.507 4.652 0.407
H: 1.431 1.721 6.088
H: 0.024 0.031 2.419

Atom charges from the Mulliken analysis, given in e for atoms 1 to 5: atom 1 (Sb): 0.60, atom 2 (Zr): 0.43, atom 3 (Se): -0.46, atom 4 (Se): 0.06, atom 5 (Se): -0.36


This record from the OMol25 dataset describes 4 unconnected molecules or ions with the total composition C16H22F4NO13P in a non-equilibrium geometry. The level of theory is the ωB97M-V functional and the def2-TZVPD basis.

Calculated values
Kohn-Sham gap	8.26	eV
charge	0
SMILES	N=[PH2]C(=O)O[C@H](F)CCCCOC=O.O=C1OC[C@@H](F)O1.O=C1OC[C@@H](F)O1.O=C1OC[C@@H](F)O1
strongest force on any atom	0.1777	Eh/bohr
E	-2396.33042	hartree

Element x y z (Å)
P: 1.991 0.514 -0.106
F: -1.448 4.285 -1.001
F: -0.984 5.600 2.039
F: -2.206 -6.859 -4.060
F: 1.119 -2.630 5.292
O: -1.846 -2.282 -3.359
O: 2.153 8.711 1.593
O: 1.791 2.619 -2.073
O: 0.790 7.727 0.041
O: -0.441 -6.746 -2.688
O: 1.072 -5.907 -4.143
O: 0.530 7.239 2.233
O: -2.432 -2.703 -1.068
O: 1.983 -3.207 3.308
O: 3.810 -1.876 3.329
O: 0.383 3.023 -0.163
O: 1.746 -6.567 -2.059
O: 3.288 -3.057 1.441
N: 1.458 0.316 1.412
C: 0.867 -6.422 -2.892
C: -2.138 -0.112 -0.739
C: 3.124 -1.674 4.548
C: -1.146 -6.093 -3.719
C: -2.604 -1.569 -0.149
C: 3.045 -2.739 2.594
C: -0.156 -6.030 -4.832
C: 1.237 7.954 1.314
C: -2.860 1.038 0.187
C: -1.398 -2.455 -2.083
C: -0.627 6.810 1.552
C: -1.916 2.327 0.550
C: -0.178 6.702 0.135
C: -0.986 2.881 -0.681
C: 1.346 2.174 -0.880
C: 2.279 -2.897 4.651
H: 2.532 -0.754 4.483
H: 1.630 -0.547 -1.019
H: -0.994 6.867 -0.574
H: 0.840 1.141 1.668
H: 3.825 -1.581 5.382
H: -1.490 -5.115 -3.368
H: -0.950 -0.051 -0.736
H: -0.324 -5.173 -5.490
H: -1.228 2.169 1.511
H: -3.113 0.507 1.226
H: -2.660 3.217 0.835
H: 0.292 5.738 -0.088
H: -3.922 1.330 -0.264
H: -1.080 2.288 -1.685
H: -0.142 -6.941 -5.439
H: -2.502 0.096 -1.857
H: -2.128 -1.794 0.920
H: -1.437 7.530 1.713
H: -0.240 -2.382 -1.865
H: 3.443 0.597 -0.052
H: -3.778 -1.484 0.053
H: 2.779 -3.749 5.123

Atom charges from the Mulliken analysis, given in e for atoms 1 to 5: atom 1 (P): 0.16, atom 2 (F): -0.36, atom 3 (F): -0.25, atom 4 (F): -0.29, atom 5 (F): -0.29


This record from the OMol25 dataset describes a single C5H9NO molecule in a non-equilibrium geometry. The level of theory is the ωB97M-V functional and the def2-TZVPD basis.

Calculated values
Kohn-Sham gap	11.54	eV
charge	0
SMILES	COC(C)(C)C#N
strongest force on any atom	0.0214	Eh/bohr
E	-325.88635	hartree

Element x y z (Å)
O: 0.799 -0.015 -0.890
N: -0.875 2.584 0.492
C: 1.990 0.383 -0.240
C: -0.383 0.053 -0.122
C: -0.667 1.479 0.220
C: -1.491 -0.470 -1.033
C: -0.298 -0.757 1.176
H: -1.286 -1.517 -1.271
H: -0.049 -1.795 0.931
H: 2.346 -0.382 0.462
H: 2.737 0.518 -1.025
H: -1.258 -0.734 1.698
H: 0.464 -0.362 1.853
H: 1.864 1.334 0.295
H: -2.466 -0.395 -0.545
H: -1.511 0.104 -1.963

Atom charges from the Mulliken analysis, given in e for atoms 1 to 5: atom 1 (O): -0.41, atom 2 (N): -0.49, atom 3 (C): -0.71, atom 4 (C): 1.44, atom 5 (C): 0.08


This record from the OMol25 dataset describes a molecular structure, C25H39N7PbSSe. The level of theory is the ωB97M-V functional and the def2-TZVPD basis.

Calculated values
Kohn-Sham gap (spin up / spin down)	4.54 / 4.40	eV
charge	-2
strongest force on any atom	0.0070	Eh/bohr
E	-4351.69578	hartree

Element x y z (Å)
Pb: -1.339 0.421 -1.085
Se: 0.853 -1.430 0.379
S: -3.835 -0.562 -2.364
N: 0.471 1.213 2.818
N: -1.598 1.328 -3.327
N: -2.264 2.159 3.216
N: -2.594 1.035 -4.227
N: -4.478 -0.048 -4.891
N: 0.548 1.940 -1.725
N: -1.844 -0.560 2.960
C: 2.617 -3.436 1.984
C: 0.406 2.563 -2.949
C: 1.384 3.535 -3.337
C: 4.390 -1.629 3.099
C: -0.777 2.828 -5.142
C: 2.451 3.802 -2.529
C: -0.502 -2.132 -3.785
C: -0.615 -0.868 3.656
C: 2.595 3.114 -1.303
C: -2.993 -0.136 3.711
C: -1.140 -3.331 -1.690
C: 0.293 0.352 3.952
C: -1.129 2.980 3.601
C: -3.539 0.233 -3.869
C: 3.721 -3.896 2.695
C: -0.683 2.205 -3.771
C: 3.286 -1.180 2.383
C: 2.376 -2.073 1.818
C: 1.609 2.205 -0.971
C: 0.234 -1.207 -1.599
C: 0.149 2.611 2.826
C: -2.809 1.295 4.247
C: 4.618 -2.993 3.258
C: -0.051 -2.496 -2.364
C: 1.229 -3.341 -2.463
H: -2.031 -1.175 2.186
H: -0.967 3.905 -5.079
H: 0.259 -1.522 -4.281
H: 1.018 -0.649 -2.121
H: -0.941 2.882 4.679
H: -4.494 0.692 -5.580
H: -0.807 -1.394 4.608
H: -0.852 -3.563 -0.663
H: 1.247 -0.065 4.313
H: -1.584 2.370 -5.703
H: -2.087 -2.787 -1.678
H: -3.776 1.665 4.613
H: -0.106 0.942 4.780
H: -2.147 1.257 5.124
H: -3.227 -0.795 4.566
H: 3.125 -0.110 2.266
H: -0.043 -1.541 3.015
H: 0.158 2.696 -5.695
H: 0.020 2.917 1.784
H: 3.436 3.276 -0.643
H: 1.274 4.060 -4.276
H: -1.435 -1.567 -3.771
H: 0.960 3.242 3.233
H: 3.884 -4.964 2.812
H: -1.328 4.046 3.430
H: 1.055 -4.254 -3.046
H: -5.387 -0.256 -4.510
H: 2.025 -2.768 -2.948
H: 1.668 1.630 -0.049
H: 5.080 -0.912 3.537
H: 1.576 -3.616 -1.465
H: -1.299 -4.269 -2.236
H: -0.660 -3.039 -4.382
H: 3.186 4.541 -2.832
H: -1.945 1.536 2.475
H: 0.550 0.739 1.927
H: -3.854 -0.152 3.039
H: 5.482 -3.346 3.810
H: 1.925 -4.151 1.545

Atom charges from the Mulliken analysis, given in e for atoms 1 to 5: atom 1 (Pb): 0.63, atom 2 (Se): 0.16, atom 3 (S): -0.60, atom 4 (N): 0.38, atom 5 (N): 0.72


This record from the OMol25 dataset describes 2 unconnected molecules or ions with the total composition C6H12O. The level of theory is the ωB97M-V functional and the def2-TZVPD basis.

Calculated values
Kohn-Sham gap	10.96	eV
charge	0
SMILES	CC1CC1.CC=O
strongest force on any atom	0.0103	Eh/bohr
E	-310.99786	hartree

Element x y z (Å)
O: 2.446 1.704 0.250
C: -0.499 0.504 0.242
C: -1.788 -0.245 0.524
C: 3.273 -0.549 0.173
C: -3.098 0.295 0.020
C: 3.075 0.853 -0.333
C: -2.524 -0.955 -0.581
H: 3.560 1.087 -1.308
H: -1.831 -0.728 1.500
H: 2.786 -0.673 1.140
H: -3.070 1.203 -0.580
H: 2.865 -1.280 -0.536
H: -3.972 0.214 0.659
H: -0.607 1.584 0.361
H: -0.137 0.327 -0.773
H: 4.340 -0.763 0.271
H: -3.005 -1.902 -0.361
H: 0.301 0.214 0.923
H: -2.114 -0.890 -1.589

Atom charges from the Mulliken analysis, given in e for atoms 1 to 5: atom 1 (O): -0.45, atom 2 (C): -1.14, atom 3 (C): 0.26, atom 4 (C): -0.95, atom 5 (C): -0.65


This record from the OMol25 dataset describes a molecular structure, C14H21AsN2O5PdS5. The level of theory is the ωB97M-V functional and the def2-TZVPD basis.

Calculated values
Kohn-Sham gap	6.28	eV
charge	-2
strongest force on any atom	0.0161	Eh/bohr
E	-5386.57804	hartree

Element x y z (Å)
Pd: 0.716 -1.031 -0.701
As: 0.714 -3.554 -2.755
S: 2.234 -2.318 -1.688
S: 0.253 -5.289 -1.606
S: -0.653 -1.844 -2.240
S: 0.357 3.231 -2.762
S: 1.040 -3.802 -4.809
O: 1.713 -1.637 1.519
O: 0.185 2.624 -4.046
O: -0.510 0.354 0.399
O: -0.577 2.315 1.451
O: 0.839 4.585 -2.645
N: 1.337 2.281 -1.893
N: 2.132 -3.659 2.425
C: -4.801 2.737 0.353
C: -1.196 3.154 -1.914
C: 1.767 -5.046 2.615
C: -2.919 4.131 -0.577
C: 3.434 -3.238 2.886
C: 1.319 -2.770 1.783
C: -0.048 -3.252 1.393
C: -2.996 1.799 -1.116
C: 1.725 2.740 -0.551
C: 0.022 1.435 0.825
C: -1.735 4.263 -1.291
C: -1.828 1.916 -1.841
C: 1.517 1.699 0.544
C: -3.553 2.902 -0.471
H: -0.687 -2.384 1.245
H: -5.068 3.665 0.860
H: 3.494 -3.263 3.980
H: -1.384 1.045 -2.312
H: -0.482 -3.909 2.148
H: 1.936 2.127 1.457
H: 2.083 0.786 0.331
H: 1.141 3.624 -0.286
H: -4.655 1.966 1.111
H: -1.215 5.210 -1.351
H: -5.648 2.434 -0.268
H: 2.681 -5.637 2.682
H: 1.189 -5.209 3.533
H: 4.211 -3.892 2.481
H: 1.112 1.286 -1.975
H: 3.610 -2.224 2.541
H: -3.456 0.823 -1.013
H: 2.775 3.040 -0.587
H: 0.012 -3.789 0.437
H: -3.336 4.992 -0.066
H: 1.198 -5.417 1.765

Atom charges from the Mulliken analysis, given in e for atoms 1 to 5: atom 1 (Pd): 0.56, atom 2 (As): 0.38, atom 3 (S): -0.46, atom 4 (S): -0.63, atom 5 (S): -0.51